This record from the OMol25 dataset describes C6H15N2 as an isolated structure. The level of theory is the ωB97M-V functional and the def2-TZVPD basis.

```
23
C6H15N2 the ωB97M-V functional and the def2-TZVPD basis
C -2.27804 1.42743 0.88893
C -1.03834 1.01958 0.20896
C -0.08383 0.14434 0.93310
C 1.18911 -0.35093 0.26891
C 2.36186 0.40246 0.25958
N 3.48308 0.16359 -0.37419
C 0.98978 -1.57876 -0.54735
N -2.29076 -0.70189 -1.07441
H -3.26278 1.38907 0.38374
H -2.42538 0.80191 1.78357
H -2.01944 2.48141 1.11891
H -0.65428 1.65065 -0.61788
H -0.71211 -0.75953 1.09442
H 0.28970 0.47782 1.93151
H 2.38211 1.35107 0.79022
H 4.34855 0.70011 -0.30522
H 3.60049 -0.69035 -0.92076
H 0.33929 -2.29778 -0.02591
H 1.91598 -2.04877 -0.91179
H 0.52540 -1.36846 -1.52304
H -1.68785 0.07867 -0.67317
H -2.19790 -0.83910 -2.07363
H -2.77466 -1.45256 -0.61449
```

Calculated values
DFT total energy   -346.31469 hartree
Total charge   +2
Energy above the lowest of the compared OMol25 structures with the same formula, charge and spin   101.5 kcal per mole
2S+1   2

This record from the OMol25 dataset describes a 2-piece molecular cluster, C9H9N2O4 overall. The level of theory is the ωB97M-V functional and the def2-TZVPD basis.

```
24
C9H9N2O4 the ωB97M-V functional and the def2-TZVPD basis
C -1.07408 -2.52752 -0.72739
C -2.01740 -2.39253 0.27337
C -0.24900 -1.42722 -0.95319
C -2.20487 -1.19602 0.90806
C -0.42924 -0.37285 -0.09364
C 1.89650 -1.52927 0.80228
C -0.62690 2.85443 0.26393
C 0.69831 2.55694 -0.37532
C 1.06671 1.12875 -0.32550
N -1.34341 -0.16793 0.77713
N 2.17957 0.53560 -0.58592
O 1.88900 -0.81349 1.74173
O 2.26225 -0.78897 -0.52590
O 1.76353 -2.69629 0.54631
O 3.26247 1.15628 -0.91800
H -1.14452 -3.39444 -1.45466
H -2.70304 -3.30227 0.71516
H 0.62284 -1.49399 -1.55289
H -3.00677 -0.97398 1.68344
H -1.01160 2.06201 0.90494
H -1.35807 2.96993 -0.60332
H -0.68674 3.76936 0.85628
H 0.78464 2.86568 -1.46536
H 1.42982 3.17780 0.10847
```

Calculated values
DFT total energy   -758.67985 hartree
Total charge   -1
Energy above the lowest of the compared OMol25 structures with the same formula, charge and spin   64.7 kcal per mole

This record from the OMol25 dataset describes C11H15HfNP as an isolated structure. The level of theory is the ωB97M-V functional and the def2-TZVPD basis.

```
29
C11H15HfNP the ωB97M-V functional and the def2-TZVPD basis
C 2.27781 -2.12302 -1.32493
C 2.64546 -1.36118 -0.15263
C 2.81921 0.02219 -0.56568
C 2.59115 0.10053 -1.98505
C 2.20647 -1.19996 -2.45084
Hf 0.58756 -0.67045 -0.88599
P -0.10746 -2.53768 0.70026
H 2.16734 -3.20305 -1.39349
H 2.88691 -1.74689 0.83017
H 3.28188 0.80604 0.03523
H 1.99668 -1.47034 -3.48626
H 2.79726 0.96230 -2.63427
H -0.63655 -2.20679 2.00099
H 0.57614 -3.75710 1.07080
H -1.25995 -3.18822 0.13998
N 0.50087 1.08477 0.60890
C -0.91087 1.47249 0.69598
C -1.57185 1.57563 -0.51939
C -2.97641 1.63615 -0.48514
C -3.67058 1.66226 0.71770
C -2.95672 1.59565 1.91636
C -1.55449 1.53019 1.92730
H 1.06845 1.83137 0.16852
H 0.96300 0.95819 1.52262
H -0.99051 1.64037 -1.46115
H -3.51303 1.67135 -1.42213
H -4.75604 1.78795 0.72725
H -3.49848 1.61139 2.85185
H -0.96326 1.51587 2.85305
```

Calculated values
DFT total energy   -871.94460 hartree
Total charge   +1
Energy above the lowest of the compared OMol25 structures with the same formula, charge and spin   0.0 kcal per mole

This record from the OMol25 dataset describes C26H24N4O3PPtS2 as an isolated structure. The level of theory is the ωB97M-V functional and the def2-TZVPD basis.

```
61
C26H24N4O3PPtS2 the ωB97M-V functional and the def2-TZVPD basis
Pt -0.52589 -0.96525 0.34640
C -1.59550 -5.07405 0.57444
C -1.40151 -3.62012 0.83739
N -0.67903 -2.85752 -0.00963
N -0.17485 -3.34606 -1.19341
C 0.46610 -2.52451 -2.01510
N 1.00911 -3.02343 -3.13980
S 0.61319 -0.85818 -1.64679
C -1.90405 -2.89846 1.94371
C -2.65454 -3.44725 3.00510
C -3.07745 -2.64466 4.03012
C -2.75672 -1.27956 4.02832
C -2.02211 -0.78191 2.98072
N -1.61110 -1.54932 1.96335
H -0.63771 -5.59651 0.48015
H -2.17412 -5.24548 -0.33921
H -2.13314 -5.55205 1.38666
H -0.24482 -4.33854 -1.36372
H 0.93141 -3.99070 -3.39880
H 1.46979 -2.39654 -3.77373
H -2.88984 -4.50099 3.00801
H -3.65026 -3.06813 4.84406
H -3.06591 -0.62304 4.82721
H -1.72498 0.25644 2.93308
O 1.78451 1.49138 0.67540
S 0.55599 1.71183 1.43442
O 0.58150 1.44860 2.83981
O -0.61997 1.08906 0.72468
C 0.21728 3.42439 1.15657
C -0.43779 4.20501 2.08729
C -0.72363 5.52782 1.76898
C -0.36892 6.04751 0.53134
C 0.29170 5.25608 -0.39949
C 0.60371 3.94093 -0.07456
P 1.51111 2.89320 -1.22117
C 3.22535 3.31215 -1.30379
C 4.04241 2.68723 -2.25190
C 5.39769 2.96113 -2.27136
C 5.94213 3.83743 -1.34045
C 5.13638 4.43721 -0.38108
C 3.77904 4.17181 -0.35186
C 0.70654 2.99077 -2.81064
C -0.56854 2.42140 -2.89174
C -1.26719 2.47797 -4.08431
C -0.69641 3.08883 -5.19423
C 0.57318 3.64657 -5.11739
C 1.28477 3.59571 -3.92984
H -0.71516 3.77709 3.04103
H -1.23225 6.15394 2.48946
H -0.60013 7.07600 0.28990
H 0.57332 5.66518 -1.36217
H 3.61856 1.98596 -2.95978
H 6.03308 2.48596 -3.00624
H 7.00353 4.04585 -1.35652
H 5.56816 5.10901 0.34798
H 3.14950 4.62698 0.40153
H -1.00061 1.93486 -2.02374
H -2.25467 2.04204 -4.15051
H -1.24502 3.13150 -6.12576
H 1.00760 4.12913 -5.98253
H 2.26655 4.04458 -3.86583
```

Calculated values
DFT total energy   -2706.75527 hartree
Total charge   +1
Energy above the lowest of the compared OMol25 structures with the same formula, charge and spin   6.9 kcal per mole
2S+1   3

This record from the OMol25 dataset describes a 4-piece molecular cluster, C23H30F24NO5 overall. The level of theory is the ωB97M-V functional and the def2-TZVPD basis.

```
83
C23H30F24NO5 the ωB97M-V functional and the def2-TZVPD basis
C 0.49632 0.51150 -0.06087
C 2.07237 0.19047 0.03524
C 2.61049 -0.84715 -1.06306
C 2.50614 -0.30571 -2.56956
N 3.47134 -0.97069 -3.53225
C 3.47627 -0.13316 -4.79892
C 3.17976 -1.00411 -6.13991
C 3.24387 0.04117 -7.36726
C 1.98898 1.02606 -7.44914
O 1.16070 0.85666 -8.38534
O 1.72796 2.11293 -6.56006
H 0.00725 0.27960 0.94834
H 0.32956 1.63490 -0.27374
H -0.01051 -0.12423 -0.87209
H 2.70786 1.14467 -0.01149
H 2.23698 -0.30521 1.06497
H 3.73037 -1.02659 -0.85229
H 2.02852 -1.83583 -1.02255
H 2.71761 0.83012 -2.52803
H 1.43153 -0.42645 -2.95074
H 3.24803 -1.96274 -3.71767
H 4.42483 -0.86325 -3.12125
H 4.44457 0.47132 -4.93302
H 2.60386 0.60904 -4.71993
H 2.20006 -1.58602 -6.07951
H 4.07784 -1.72395 -6.23709
H 4.22335 0.62348 -7.24772
H 3.30710 -0.50631 -8.37452
H 2.45259 2.78761 -6.60962
C -2.32499 3.15122 3.77306
C -1.38264 2.21064 2.99389
C 0.05601 2.14007 3.50120
F 0.68749 3.32597 3.42151
F 0.78389 1.27166 2.74443
F -1.41949 2.53799 1.67863
F -1.91434 0.95420 3.08179
O -2.54823 4.44690 3.20290
C -1.62252 5.46361 3.52534
C -0.89702 6.00526 2.29087
F -0.18870 5.03526 1.66797
F -0.01348 6.97247 2.63628
F -0.77796 5.02734 4.47940
F -2.34580 6.45509 4.09447
H -3.31138 2.67847 3.74953
H -2.07331 3.20933 4.83627
H 0.09639 1.79181 4.53673
H -1.60599 6.42184 1.57098
C 2.36152 -6.09013 2.38904
C 3.54490 -6.20299 3.37285
C 3.92907 -4.91725 4.10228
F 4.33518 -3.94820 3.25640
F 4.96800 -5.14514 4.94398
F 4.60988 -6.73078 2.72300
F 3.18831 -7.12321 4.31571
O 2.69334 -5.94856 1.00063
C 2.93084 -4.64388 0.52300
C 4.35303 -4.46993 -0.01590
F 5.27531 -4.69054 0.94181
F 4.54858 -3.19955 -0.46183
F 2.61824 -3.74360 1.47373
F 2.04019 -4.44848 -0.48204
H 1.83496 -7.04700 2.43840
H 1.62027 -5.35236 2.70951
H 3.09627 -4.53450 4.69868
H 4.54903 -5.16224 -0.83871
C -7.39996 0.45061 0.96337
C -6.21589 0.44262 1.95260
C -5.88586 1.78289 2.60564
F -5.51640 2.71484 1.70731
F -4.83648 1.64612 3.46290
F -5.12792 -0.07900 1.33569
F -6.53793 -0.43529 2.94863
O -7.07114 0.52442 -0.42881
C -6.88500 1.81121 -0.98109
C -5.46965 2.01240 -1.52896
F -4.53956 1.88287 -0.55610
F -5.32428 3.25701 -2.04430
F -7.23638 2.74960 -0.08179
F -7.77826 1.91218 -1.99183
H -7.88791 -0.52219 1.06842
H -8.17097 1.17559 1.24017
H -6.73432 2.16683 3.17827
H -5.24497 1.28292 -2.31119
```

Calculated values
DFT total energy   -3721.82896 hartree
Total charge   +1
Energy above the lowest of the compared OMol25 structures with the same formula, charge and spin   59.1 kcal per mole

This record from the OMol25 dataset describes an isolated ion of composition C7H15N4OS and charge +1. The level of theory is the ωB97M-V functional and the def2-TZVPD basis.

```
28
C7H15N4OS the ωB97M-V functional and the def2-TZVPD basis
C -0.66850 -2.94249 -0.08210
S 1.00188 -2.30104 -0.05810
O 1.12083 -1.16330 1.13199
C 1.08155 0.33515 0.88294
N 1.97346 0.90493 1.73639
N 1.49127 0.48548 -0.52235
C 0.60053 -0.13835 -1.37713
C 1.03012 -0.34097 -2.79712
N -0.70662 -0.21690 -1.18115
C -1.17536 0.26879 -0.03975
N -2.53574 0.17956 0.00862
C -0.37641 0.84206 0.99736
C -0.29158 2.31987 1.11819
H -0.89171 -2.85402 1.04716
H -0.39597 -3.98758 -0.33590
H -1.54665 -2.55296 -0.56888
H 2.16084 0.34178 2.53263
H 2.93630 0.84144 1.31445
H 2.50136 0.39237 -0.57856
H 2.05908 -0.27897 -3.06910
H 0.52559 0.40622 -3.40922
H 0.50180 -1.24236 -3.26722
H -3.16828 0.34899 0.77254
H -2.92947 -0.21174 -0.79769
H -0.75877 0.51976 1.95241
H 0.29870 2.44009 1.97319
H -1.25789 2.81118 1.41980
H 0.19112 2.82810 0.21226
```

Calculated values
DFT total energy   -967.90536 hartree
Total charge   +1
Energy above the lowest of the compared OMol25 structures with the same formula, charge and spin   8.8 kcal per mole
SMILES string   CSO[C@@]1(N)NC(C)=NC(=[NH2+])[C@@H]1C

Which of these has the highest total charge? C6H15N2